--- A ---
This record from the OMol25 dataset describes a 2-piece molecular cluster, C2H2O2S2 overall. The level of theory is ωB97M-V with the def2-TZVPD basis set.

Highest occupied orbital energy (spin up / spin down) in eV: -9.632 / -8.218
Gap between HOMO and LUMO (spin up / spin down) in eV: 8.72 / 6.74
Charge: 0
LUMO energy (spin up / spin down) in eV: -0.91 / -1.48

```
8
Properties=species:S:1:pos:R:3:nbo_charge:R:1
H -0.31302 1.94255 0.83984 0.1721
C -0.46225 0.94315 0.86150 -0.4664
O -0.30792 -1.28629 -1.50820 -0.6236
S -0.62545 0.02178 2.16230 1.0692
H -0.01100 -2.02963 -2.07485 0.4833
O -0.93761 0.90546 3.31425 -0.8979
S 2.02836 -0.05547 -2.09112 0.0744
C 0.62889 -0.44156 -1.50373 0.1890
```

--- B ---
This record from the OMol25 dataset describes a single C2H2O2S2 molecule. The level of theory is ωB97M-V with the def2-TZVPD basis set.

Highest occupied orbital energy in eV: -9.963
Structure (SMILES): C#CO[S@H](=O)=S
Gap between HOMO and LUMO in eV: 10.03
Charge: 0
LUMO energy in eV: 0.07

```
8
Properties=species:S:1:pos:R:3:nbo_charge:R:1
H 1.89977 1.34127 1.14209 0.0697
H -2.59080 -1.69078 -0.91273 0.2288
S 1.80907 -1.10587 -0.25643 -0.3632
C -1.23520 -0.29368 0.16275 0.2554
C -1.97600 -1.10884 -0.39289 -0.2425
O -0.28275 0.61425 0.94110 -0.6628
S 1.19472 0.64968 0.18667 1.6215
O 1.18120 1.59398 -0.87056 -0.9069
```

Which one sits at the top of the stability order? B does.

--- A ---
This record from the OMol25 dataset describes a single C2H2O2S2 molecule. The level of theory is ωB97M-V with the def2-TZVPD basis set.

Highest occupied orbital energy in eV: -10.151
Structure (SMILES): O=C(S)C(=O)S
Gap between HOMO and LUMO in eV: 9.06
Charge: 0
LUMO energy in eV: -1.09

```
8
Properties=species:S:1:pos:R:3:nbo_charge:R:1
H 1.89920 1.34603 -0.03202 0.1653
C 0.48640 -0.53193 -0.11978 0.2675
C -0.61038 0.64800 -0.00865 0.2576
S -2.10883 -0.12248 -0.08390 0.0249
O 0.10836 -1.77086 -0.08749 -0.5713
H -1.51565 -1.46872 0.45173 0.2571
S 2.10874 0.05813 -0.05170 0.1359
O -0.36784 1.84185 -0.06819 -0.5368
```

--- B ---
This record from the OMol25 dataset describes a single C2H2O2S2 molecule. The level of theory is ωB97M-V with the def2-TZVPD basis set.

Highest occupied orbital energy in eV: -9.223
Structure (SMILES): O=C(S)C(O)=S
Gap between HOMO and LUMO in eV: 8.24
Charge: 0
LUMO energy in eV: -0.98

```
8
Properties=species:S:1:pos:R:3:nbo_charge:R:1
C 0.92943 -0.06641 -0.58520 0.1061
C -0.50135 -0.47199 -0.09694 0.3551
S -1.17608 0.84806 0.88718 -0.0672
O -1.10137 -1.46245 -0.37578 -0.4775
O 1.50432 0.87883 0.08165 -0.6149
H 0.96092 1.13915 0.82197 0.4881
H -2.16756 -0.01507 1.15527 0.1818
S 1.55170 -0.85012 -1.88814 0.0285
```

Which one sits at the top of the stability order? B does.

--- A ---
This record from the OMol25 dataset describes a 7-piece molecular cluster, C28H56O21 overall. The level of theory is ωB97M-V with the def2-TZVPD basis set.

Highest occupied orbital energy in eV: -10.731
Structure (SMILES): CCOC(=O)OC.CCOC(=O)OC.CCOC(=O)OC.CCOC(=O)OC.CCOC(=O)OC.CCOC(=O)OC.CCOC(=O)OC
Gap between HOMO and LUMO in eV: 11.24
Charge: 0
LUMO energy in eV: 0.51

```
105
Properties=species:S:1:pos:R:3:mulliken_charge:R:1
C -1.73336 3.31654 -4.88290 -0.0492
O -1.10007 3.27565 -7.63269 -0.5763
H -4.10105 0.20316 -6.47587 0.1746
C -3.93712 -1.04458 -3.46413 0.8066
H -2.62440 0.38829 -9.38182 0.2420
H -1.24657 3.02092 1.69631 0.1174
H -1.86828 5.16494 -6.04939 0.3297
O -2.04274 1.22786 -7.64157 -0.2241
H -4.12484 -0.71751 -0.30565 0.4249
H -3.19814 -1.17041 -5.98311 0.3353
H -1.26071 1.89600 3.08855 0.3513
C 7.43151 -3.18038 0.29949 -0.2497
H 4.15646 -0.55469 -2.23348 0.4990
H -1.67563 7.32510 2.17690 0.3745
C -1.51444 2.01937 2.03296 -1.3185
C -0.79702 0.95855 1.19567 0.1601
O 3.66167 -2.05643 4.64132 -0.5718
C 2.93835 -1.97247 2.06793 -0.4108
C -1.42812 -0.82079 6.53349 -0.4149
H -1.73973 -0.07343 4.48862 0.2734
H -1.33434 0.55774 -4.23224 -0.2813
H -0.82148 0.51506 -9.13061 0.2926
H 3.58917 -1.15038 2.36280 0.5144
H -0.63417 3.27606 -4.81440 0.3033
C -2.26860 4.69522 -5.14955 -1.3492
H -6.03550 -2.02192 -0.38294 0.3265
O -3.39646 -2.10422 -3.65655 -0.5936
O 6.27257 -1.02705 -0.91991 -0.5731
H 1.41314 3.83806 -3.01301 0.2947
H 5.41122 -3.57864 5.95160 0.3035
C -1.79453 0.98788 -9.02090 -0.8020
C 5.67348 -2.06250 -0.79274 0.7691
H 1.05870 2.43246 -1.99314 -0.2352
O -4.39543 -0.59528 -2.32154 -0.3377
O 0.28603 -0.11146 -0.94824 -0.5578
C 4.62232 -4.29416 5.73383 -0.6698
C -0.93950 -0.35756 5.17404 -0.8421
O -4.13759 -0.11972 -4.41030 -0.2877
H -2.60275 1.94767 1.99279 0.3668
C -3.83593 -4.58031 7.90665 -0.6493
H 1.40017 -1.58797 3.51142 0.1566
O 3.47298 -3.15569 2.68182 -0.4219
H 6.69903 -4.78974 1.52424 0.2811
H 1.28812 -0.76647 1.92101 -0.1293
H 0.05284 7.09093 2.30283 0.3146
C 3.65781 -1.06881 -1.41531 -0.8196
H -0.23798 0.47163 5.29385 0.4420
H -1.99570 2.97563 -3.88015 0.1644
H 0.23973 1.28832 1.14479 0.2901
C -0.59935 0.45616 -3.44048 -0.5840
H -0.62113 -0.78338 7.26198 0.3273
H -4.78273 -4.05330 8.03520 0.2915
H -4.89036 -3.34605 -0.49057 0.3117
O -3.01019 -3.89680 6.97295 -0.3255
O 0.36446 5.50338 0.24634 -0.3544
H 2.67440 -1.43747 -1.69780 0.2820
H 8.26497 -2.96378 -0.37576 0.3222
C 1.67498 3.32642 -2.08551 -0.1146
H 7.92122 -5.31807 0.42988 0.3182
O -1.44042 0.97978 -0.07704 -0.3503
O 4.39114 -2.25287 -1.11076 -0.3414
C -0.83720 6.20953 0.54212 -0.1498
H -0.88878 7.09693 -0.09486 0.4070
C -0.73485 0.51556 -1.10052 0.6963
C -4.15173 -1.37989 -1.16049 -0.1724
C 1.46976 -1.70735 2.43330 -0.2993
H -2.28326 -0.19125 6.77759 0.3111
H 0.90661 -2.58197 2.11964 0.3689
H -2.12944 5.37780 -4.31593 0.3448
H -3.22148 -1.94082 -1.25403 0.2459
C -4.09314 -0.59281 -5.73855 -0.7676
C -1.67757 2.38144 -7.08984 0.6601
C -0.87412 6.60919 1.98932 -1.2218
O 6.16481 -3.20581 -0.34966 -0.2958
O 4.17180 -4.24480 4.39003 -0.3559
C -5.25246 -2.46058 -1.00562 -1.1623
C 3.74686 -3.05067 3.97417 0.7659
H -1.78794 1.90937 -9.60517 0.3676
H 0.28452 1.06153 -3.63582 0.3885
H -1.07539 5.77864 2.66848 0.2476
O -2.71842 -2.22548 8.47534 -0.5376
H 3.47879 -0.37237 -0.59513 0.2774
O -1.27975 0.86005 -2.24680 -0.0124
H -3.33412 4.59415 -5.38835 0.3472
O -0.44775 4.84354 -1.75572 -0.5514
O -2.07573 2.31363 -5.82968 -0.0944
H 2.71465 3.01510 -2.14789 0.2781
O -1.84791 -2.18279 6.39103 -0.2030
C -2.54772 -2.71716 7.39340 0.6765
H -1.72610 5.63923 0.26501 0.2816
H 8.35930 -4.26262 1.83872 0.3446
H -4.08483 -5.55751 7.50067 0.2292
H 2.99474 -2.10998 0.99152 0.1433
H 3.79385 -4.19113 6.43647 0.2985
H 4.99797 -5.30636 5.87867 0.2382
O 1.57890 4.24008 -1.00935 -0.3656
C 0.40856 4.87926 -0.91091 0.8165
H -5.65770 -2.69842 -1.98417 0.3126
C 7.63330 -4.47502 1.05524 -1.1169
H -0.92394 -0.01728 1.66275 0.2721
H -0.37586 -1.09588 4.60092 0.1554
H -4.92399 -1.27142 -5.94839 0.4241
H -0.32624 -0.59149 -3.31539 0.4652
H 7.46309 -2.31659 0.97163 0.3185
H -3.34022 -4.70205 8.86704 0.2966
```

--- B ---
This record from the OMol25 dataset describes a 7-piece molecular cluster, C28H56O21 overall. The level of theory is ωB97M-V with the def2-TZVPD basis set.

Highest occupied orbital energy in eV: -10.589
Structure (SMILES): CCOC(=O)OC.CCOC(=O)OC.CCOC(=O)OC.CCOC(=O)OC.CCOC(=O)OC.CCOC(=O)OC.CCOC(=O)OC
Gap between HOMO and LUMO in eV: 11.13
Charge: 0
LUMO energy in eV: 0.54

```
105
Properties=species:S:1:pos:R:3:mulliken_charge:R:1
O -1.36600 0.82746 -5.97319 -0.3820
H -2.63311 -2.45118 2.23296 0.3179
H -4.08264 -0.44656 -1.66856 0.3149
C 1.53027 4.30064 -0.42854 -0.8965
H 7.22279 -1.00660 4.54919 0.2556
C -3.47511 -4.91318 -6.14200 -0.7315
C -2.28494 2.15394 -2.14975 -0.0856
H 0.53763 0.18612 -6.58283 0.3225
C 0.85535 -4.03867 -2.18461 0.5361
H -3.12174 1.67367 1.62838 0.3030
H 1.31731 -0.67251 4.96725 0.3050
O -1.40203 -0.98477 4.97863 -0.3424
C -3.23215 -2.93941 -4.86577 0.7640
H 3.43732 -2.67845 -2.23028 0.4104
H 1.77526 0.16748 -0.80673 -0.4062
H 3.62920 -0.30904 -0.14906 0.0436
O -4.02258 -3.67872 -5.67327 -0.3892
C 0.68136 0.09881 -0.78186 -0.4813
H -1.33608 -0.38184 3.03555 -0.6462
H 1.86744 5.11985 -1.07952 0.4360
O 0.24609 1.18572 0.06982 0.5523
C -1.38157 0.22799 5.54030 0.8441
O -1.95058 1.22729 5.12918 -0.6526
O 0.65027 -2.83867 -2.71780 0.1039
O -2.11970 -3.20375 -4.47379 -0.5646
H 1.93252 1.75498 3.26619 0.3520
C 2.95108 -1.82907 -2.72117 0.0149
C -0.92474 1.07668 0.61390 -0.0967
O -0.23035 0.63016 -4.07982 -0.4623
H 6.94355 0.71020 4.81840 0.2914
H 2.03861 0.75251 5.56923 0.6058
H -3.95664 -2.11907 -2.05767 0.2374
C 6.59286 -0.29499 5.04529 -0.7114
H 2.63052 4.73031 1.48113 0.3464
H 0.31770 0.27803 -1.79466 0.1468
C 3.84534 0.20129 0.79651 -0.3640
O -0.24781 -4.41194 -1.41713 -0.4908
C -1.43530 -3.54688 -1.35769 0.0078
H 3.21196 -0.13238 1.61853 0.0677
H -0.96059 -0.45815 -7.38960 0.2437
H -5.22356 -1.13527 -2.70763 0.3983
H 1.23597 0.29706 2.61176 -0.3420
H 6.61271 -0.45861 6.10464 0.3419
H 1.36169 -1.64307 -4.14924 -0.0385
H -3.88905 -5.73830 -5.65814 0.3140
H -2.19546 -4.19525 -0.94290 0.4254
H -2.43208 -4.90546 -5.91679 0.3093
H 2.17562 -3.24407 -4.18270 0.4567
H -2.96113 -0.48330 3.69334 0.3437
H -1.75560 4.11382 2.72575 0.3194
C 1.88668 0.21281 4.66783 -1.0762
H 0.61332 4.63418 -0.00765 0.3349
H -2.66479 -2.95553 3.90724 0.4206
H 4.87381 0.06029 1.08213 0.4131
O -1.08691 2.12058 1.35551 0.0648
C 2.46881 3.92428 0.76590 0.6559
O -1.67845 0.11816 0.59147 -0.5182
H 3.74654 -1.45519 -3.43799 0.4070
H 2.04234 3.08620 1.27366 -0.4675
H 1.31839 3.42859 -1.05781 -0.0553
H -3.28989 2.18579 -2.59538 0.4513
H -3.48600 3.92547 2.77242 0.3751
C -3.35268 -0.85408 -3.77242 0.5985
H -1.58501 1.49559 8.04419 0.3239
H -1.69683 3.91715 -3.26714 0.3479
H -2.15929 2.51328 -1.16015 0.1018
H -3.56722 -4.92682 -7.24804 0.2661
O 4.10479 0.41258 6.22079 -0.5908
C 4.20329 -0.08202 5.10143 0.7028
H -2.30878 -1.01863 -3.51707 -0.2793
H -1.08797 -2.79482 2.98490 0.3673
C -4.17087 -1.13839 -2.48882 -1.2995
H -3.54691 0.12960 -4.13275 0.5250
H -0.47285 2.17120 6.86902 0.3228
O -1.74177 2.26098 -4.41554 -0.3737
H -0.46302 -1.12170 -5.81848 0.0509
H 0.11800 1.16853 8.16832 0.2760
H -0.35105 2.85908 -2.99854 0.3298
O -3.88129 -1.79692 -4.73395 -0.4159
O 3.74993 3.64147 0.18259 -0.4081
C 1.82319 -2.41380 -3.56349 -0.2762
H -2.57296 4.10253 1.16808 0.2738
C -1.40005 2.87041 -3.11896 -0.4396
C 1.23553 0.96178 3.48148 0.1903
H -1.27167 -2.76390 -0.60630 0.0725
C -0.69037 1.30693 7.48526 -0.7362
H 0.18631 1.30454 3.69568 0.0768
C 4.33352 2.43658 0.16658 0.5481
O 3.44791 1.54142 0.68817 -0.0323
H -2.06971 1.07815 -2.17429 -0.3685
H -1.80639 -3.21637 -2.34897 -0.1246
C -1.96507 -0.96439 3.68861 1.0739
H 0.37746 -0.86334 -0.38726 0.2513
C -0.48060 -0.23952 -6.44831 -0.4706
H -2.22663 1.78047 3.13255 -0.2453
O -0.76062 0.13141 6.67985 -0.3593
C -2.33505 2.20360 2.15954 0.5982
H 2.66366 -1.11277 -2.02383 -0.6006
C -2.09017 -2.40134 3.17515 -1.5898
C -1.00869 1.26509 -4.75898 0.6766
O 5.40332 2.20576 -0.23284 -0.5387
C -2.59761 3.64393 2.18944 -1.4303
O 5.30462 -0.60304 4.50882 -0.3155
O 3.17141 -0.22510 4.22417 -0.1720
O 1.81446 -4.72555 -2.30906 -0.5608
```

Which one sits at the top of the stability order? A does.